Record 1
ORCA calculation (the ωB97M-V functional and the def2-TZVPD basis) on a single CCl2S2 molecule.

Summary:
* charge: 0
* HOMO energy (spin up / spin down): -0.3173 / -0.3174 hartree

Cartesian coordinates (Å):
C -0.6338 0.0090 -0.0016
S 2.5911 0.0346 -0.0074
S 0.8550 -0.8636 0.0111
Cl -2.0705 -0.8896 -0.0048
Cl -0.7417 1.7095 0.0027

Cartesian forces, eV/Å:
2.621 -0.247 0.045
-1.170 0.166 0.020
-1.538 0.530 -0.049
0.016 -0.034 0.004
0.070 -0.416 -0.021

***

Record 2
ORCA calculation (the ωB97M-V functional and the def2-TZVPD basis) on 2 unconnected molecules or ions with the total composition C2H9N2S2.

Summary:
* charge: +1
* HOMO energy: -0.4706 hartree

Cartesian coordinates (Å):
C -2.7524 0.0551 0.5506
S -1.6687 -0.0035 -0.8770
S -0.7664 -1.8692 -0.7037
H -2.3280 0.0130 1.5494
H -3.2690 1.0048 0.4258
H -3.5258 -0.7093 0.4469
H -1.7500 -2.5943 -1.2496
N 2.3321 0.2398 1.0381
C 2.4014 0.3078 -0.2477
N 1.4593 0.9192 -1.0057
H 1.5505 0.6866 1.5037
H 2.9642 -0.3787 1.5305
H 3.2790 -0.1576 -0.6999
H 0.4783 0.5992 -0.9559
H 1.5957 1.8871 -1.3055

Cartesian forces, eV/Å:
-0.881 0.131 -0.087
0.285 -0.690 0.139
-0.162 0.393 0.062
0.438 -0.061 -0.183
-0.035 0.197 0.125
0.215 -0.030 0.030
-0.009 -0.098 -0.118
-0.427 -0.665 -0.410
0.126 0.493 -0.325
-0.051 0.219 -0.021
0.028 -0.123 0.259
-0.008 0.163 0.328
0.075 0.271 -0.041
0.208 0.518 0.625
0.200 -0.720 -0.381

***

Please write out number 1 again, unchanged.
ORCA calculation (the ωB97M-V functional and the def2-TZVPD basis) on a single CCl2S2 molecule.

Summary:
* charge: 0
* HOMO energy (spin up / spin down): -0.3173 / -0.3174 hartree

Cartesian coordinates (Å):
C -0.6338 0.0090 -0.0016
S 2.5911 0.0346 -0.0074
S 0.8550 -0.8636 0.0111
Cl -2.0705 -0.8896 -0.0048
Cl -0.7417 1.7095 0.0027

Cartesian forces, eV/Å:
2.621 -0.247 0.045
-1.170 0.166 0.020
-1.538 0.530 -0.049
0.016 -0.034 0.004
0.070 -0.416 -0.021